{
  "formula": "C19H22N5PtSSb",
  "method": "wB97M-V/def2-TZVPD",
  "spin_multiplicity": 5,
  "e_homo_ev": [-21.2, -21.5],
  "total_charge": 4,
  "s_squared": 6.02,
  "lumo_ev": [-12.21, -16.30],
  "fmax_ev_per_a": 3.10,
  "species": ["Pt", "C", "C", "C", "C", "C", "C", "N", "Sb", "C", "C", "C", "C", "C", "C", "N", "C", "C", "C", "C", "C", "C", "N", "H", "H", "H", "H", "H", "H", "H", "H", "H", "H", "H", "H", "H", "H", "H", "H", "H", "H", "N", "C", "N", "S", "H", "H", "H", "H"],
  "xyz": [[0.075, 0.065, 0.300], [0.620, 2.850, 1.861], [0.706, 3.003, 0.367], [1.192, 4.205, -0.075], [1.235, 4.336, -1.466], [1.019, 3.268, -2.326], [0.609, 2.095, -1.775], [0.408, 1.932, -0.468], [0.264, 0.333, -2.970], [1.732, -1.018, -2.071], [2.733, -1.659, -2.767], [3.818, -2.284, -2.139], [3.927, -2.118, -0.761], [2.931, -1.463, -0.025], [3.047, -1.303, 1.481], [1.809, -0.968, -0.699], [-1.719, -0.346, -2.371], [-2.773, -0.714, -3.182], [-4.030, -0.902, -2.673], [-4.182, -0.691, -1.284], [-3.096, -0.252, -0.523], [-3.336, 0.190, 0.912], [-1.831, -0.158, -1.068], [-0.449, 2.646, 2.138], [0.888, 3.755, 2.375], [1.233, 2.073, 2.219], [1.444, 4.926, 0.710], [1.546, 5.276, -1.923], [1.156, 3.259, -3.399], [2.744, -1.624, -3.867], [4.481, -2.893, -2.770], [4.791, -2.574, -0.221], [2.069, -1.163, 2.009], [3.670, -0.454, 1.725], [3.513, -2.154, 1.944], [-2.526, -0.852, -4.263], [-4.818, -1.213, -3.294], [-5.172, -0.813, -0.893], [-3.622, -0.653, 1.571], [-4.194, 0.856, 0.937], [-2.555, 0.809, 1.296], [-1.027, -1.104, 3.915], [-1.042, -2.134, 3.092], [-1.435, -3.331, 3.446], [-0.461, -2.041, 1.374], [-1.383, -1.164, 4.840], [-0.827, -0.176, 3.639], [-1.892, -3.554, 4.334], [-1.295, -4.107, 2.787]],
  "forces_ev_per_a": [[-0.7255, -1.0452, 0.4737], [-2.3968, -0.0842, -0.6283], [0.2504, -1.3000, 1.0438], [-0.6405, -0.3472, -1.4074], [1.1596, 1.6606, -0.0111], [-0.2943, -0.4910, -0.3490], [-0.3438, -0.6958, -0.0729], [0.7031, 1.5391, 1.2263], [0.1069, -0.8730, 0.3774], [0.9181, 0.0260, 1.4287], [-0.1934, 0.4113, -1.6659], [-0.6309, 0.0833, 0.5070], [0.7836, -0.8649, 0.0583], [-1.5434, 0.4318, -0.6254], [-1.0711, 0.1650, -0.2966], [0.7840, -0.0416, 0.1014], [0.3107, 0.0602, -0.1404], [1.8941, 0.1090, -2.4460], [0.8046, 0.1309, 2.3801], [0.5976, 0.1668, -1.7464], [0.2182, 0.0503, 0.6604], [-0.6500, -0.7976, -0.5428], [-1.2300, 0.1164, 1.1036], [0.7705, 0.0716, -0.0726], [0.1672, 0.3685, 0.1011], [0.9028, -1.1488, 0.5054], [-0.0203, 0.1757, -0.9476], [-0.0546, -0.0779, 0.1897], [0.0841, 0.7661, 0.0304], [-0.2281, -0.2209, 0.5089], [0.0451, 0.4540, 0.5979], [-0.8019, 0.5422, -0.4121], [0.6207, 0.0126, -0.5835], [0.1781, 0.3772, -0.0265], [0.2649, -0.5114, 0.0042], [-0.6104, 0.1358, 0.9516], [-1.0360, -0.3014, -0.6367], [-0.2294, 0.1290, 0.6215], [0.4039, 0.3499, -0.2251], [-0.3138, 0.0167, -0.1800], [0.9135, 0.1149, 0.3995], [-0.1535, -0.7955, -0.8758], [0.2122, 0.4757, 0.3189], [0.0413, -0.4851, -0.7382], [0.0227, 0.3165, 0.1593], [-0.3005, -0.3545, 1.0668], [0.3416, 0.8090, -0.6141], [0.2187, 0.1006, -0.0734], [-0.2500, 0.2696, 0.5022]],
  "lowdin_charge": [0.9870, -0.0168, -0.2637, 0.0642, 0.0617, -0.0498, -0.4279, -0.1315, 1.8590, -0.3911, -0.0709, 0.0428, 0.0440, -0.2403, -0.0122, -0.0910, -0.4118, -0.0547, 0.0531, 0.0667, -0.2601, -0.0209, -0.0633, 0.1060, 0.1012, 0.0575, 0.1600, 0.1558, 0.1266, 0.1334, 0.1593, 0.1666, 0.0323, 0.1069, 0.1001, 0.1477, 0.1356, 0.1456, 0.1057, 0.1114, 0.0369, 0.2191, -0.6528, 0.2055, 0.8741, 0.1537, 0.1095, 0.1814, 0.1480]
}

=====

{
  "formula": "N4O2",
  "method": "wB97M-V/def2-TZVPD",
  "e_homo_ev": -10.5,
  "relative_energy_kcal_mol": 41.2,
  "smiles": "[O-][N+]1=NO1.N#N",
  "lumo_ev": -0.02,
  "fmax_ev_per_a": 4.65,
  "species": ["O", "N", "N", "O", "N", "N"],
  "xyz": [[-2.333, -0.689, 0.451], [-1.326, -0.275, 0.036], [-0.284, -0.124, -0.593], [-0.843, 1.178, -0.168], [2.897, 0.169, 0.034], [1.888, -0.259, 0.238]],
  "forces_ev_per_a": [[-0.1474, -0.7489, 0.4410], [1.8300, 1.6901, -1.8961], [-2.5795, -1.8333, 0.3328], [-0.3360, 0.9480, 0.5498], [-3.2448, -1.2952, 0.5288], [4.4778, 1.2393, 0.0436]],
  "lowdin_charge": [0.1697, -0.2719, 0.1052, -0.0616, 0.0590, -0.0003]
}